ORCA calculation (the ωB97M-V functional and the def2-TZVPD basis) on C12H40AsCsF6N4O8 as an isolated structure.

```
! wB97M-V def2-TZVPD RIJCOSX def2/J DEFGRID3
* xyz 0 1
Cs -0.34463 -4.16517 3.97086
As 0.08973 -0.78890 1.42546
F -0.44904 -2.51681 1.62508
F -1.07741 -0.66073 0.11674
F 0.57516 0.91360 1.14285
F 1.21386 -0.94400 2.76099
F 1.39373 -1.32484 0.36398
F -1.04874 -0.28242 2.64948
C -3.34222 0.10182 5.09953
O -1.92534 -0.00548 5.19765
H -3.59908 -0.15517 4.06775
H -3.75357 -0.75691 5.63897
H -3.72820 1.06044 5.43914
H -1.63726 -0.06349 4.28536
C 1.54221 1.04109 5.22382
O 1.73240 1.43611 6.57436
H 1.93317 0.05143 4.97324
H 0.48070 1.01765 4.97884
H 2.11343 1.67413 4.54391
H 0.90175 1.46949 7.05028
C 3.05511 3.23565 1.97887
O 3.01384 1.82226 1.81937
H 2.30949 3.46591 2.74582
H 4.00072 3.65215 2.32281
H 2.82033 3.80648 1.07743
H 2.17813 1.57179 1.39985
C -1.18130 2.74843 -0.77271
O -0.56558 1.78626 -1.66730
H -1.54514 3.60560 -1.33891
H -1.99694 2.44236 -0.11704
H -0.38076 3.06090 -0.10149
H -1.02206 0.94174 -1.68635
C 0.18168 -4.48479 -1.41521
O -0.02492 -5.64292 -1.77671
N -0.55115 -3.46065 -1.92870
N 0.86024 -4.10938 -0.30701
H -0.96428 -3.65419 -2.82389
H -0.67435 -2.59194 -1.44122
H 0.73019 -3.16582 -0.00751
H 1.40830 -4.77968 0.19879
C 2.98756 2.98928 -2.34238
O 4.04701 3.42913 -2.75677
N 2.80143 2.32757 -1.16485
N 1.75150 3.22617 -2.88237
H 3.58282 2.15782 -0.55132
H 1.93203 1.85566 -0.98959
H 1.65201 3.63429 -3.79463
H 0.95632 3.00446 -2.31616
C -4.26914 0.21636 -1.81915
C -5.53368 0.67015 -1.15330
C -5.75483 0.01527 0.22751
O -5.52554 2.10895 -0.97610
H -3.46855 -0.11358 -1.14719
H -3.79213 0.94301 -2.47770
H -4.39166 -0.73843 -2.34009
H -6.36960 0.54518 -1.84685
H -6.46929 0.62110 0.78418
H -4.83797 -0.06924 0.80528
H -6.24609 -0.91894 -0.04680
H -5.38699 2.46965 -1.85748
C 3.37481 -3.38267 -3.91337
C 3.28694 -1.87371 -4.10358
C 2.87786 -1.16512 -2.81576
O 4.50721 -1.33613 -4.57020
H 3.97014 -3.79443 -3.09925
H 3.65584 -3.86533 -4.85476
H 2.35290 -3.73921 -3.75116
H 2.51626 -1.71012 -4.86836
H 3.67973 -1.19304 -2.07597
H 1.95572 -1.56024 -2.38939
H 2.71839 -0.09579 -2.97097
H 4.71674 -2.01002 -5.22864
*
```

## Properties
- highest occupied orbital energy (eV) = -9.00
- LUMO (eV) = -1.498
- energy above the lowest of the compared OMol25 structures with the same formula, charge and spin (kcal/mol) = 0.0

Löwdin population analysis, charges in e, atoms 1 to 6: 1.004, 0.876, -0.442, -0.236, -0.243, -0.251


ORCA calculation (the ωB97M-V functional and the def2-TZVPD basis) on an isolated ion of composition C2H5INO2 and charge -1.

```
! wB97M-V def2-TZVPD RIJCOSX def2/J DEFGRID3
* xyz -1 1
N -1.00611 -0.69043 0.47731
C -0.29382 -0.10559 -0.69551
O 1.11136 -0.03847 -0.51354
C 1.46463 1.13645 0.10225
O 1.54598 2.15661 -0.49564
H -1.99963 -0.66678 0.19766
H -0.96018 -0.05683 1.29582
H -0.49987 -0.77750 -1.54412
H -0.74815 0.87445 -0.90903
H 1.67106 1.03724 1.18477
I -0.28527 -2.86914 0.90002
*
```

## Properties
- highest occupied orbital energy (eV) = -1.15
- LUMO (eV) = 3.515

Löwdin population analysis, charges in e, atoms 1 to 6: -0.421, -0.352, -0.094, -0.357, 0.087, 0.043


ORCA calculation (the ωB97M-V functional and the def2-TZVPD basis) on a 3-piece molecular cluster, C21H41O4P overall.

```
! wB97M-V def2-TZVPD RIJCOSX def2/J DEFGRID3
* xyz 0 1
C 1.46383 3.70024 1.61758
C 0.53050 2.43348 1.46387
C 0.87952 1.52152 0.25284
O 2.00529 1.11019 0.09034
O -0.08266 1.08965 -0.68879
C 0.26793 1.64589 -1.99293
C 0.62568 0.52342 -3.05201
P -0.41260 -1.06387 -2.75480
C -1.51811 -2.57246 -2.42534
C -1.00338 -3.95983 -2.99299
C 0.54604 -4.14844 -3.02072
C 1.14017 -5.05466 -2.00873
C 2.58267 -5.33451 -1.96229
C 3.48740 -4.70705 -2.94584
C 2.93570 -3.79746 -3.95959
C 1.48062 -3.55573 -3.96917
H 1.98117 4.01682 0.67997
H 0.85006 4.54917 2.02844
H 2.25436 3.46819 2.38745
H -0.54726 2.75024 1.47307
H 0.66043 1.79544 2.38715
H -0.58134 2.28124 -2.37741
H 1.15449 2.32850 -1.92283
H 0.30007 0.92339 -4.06167
H 1.72802 0.32877 -3.13222
H -0.24949 -1.37667 -4.14273
H -1.52294 -0.21867 -2.36717
H 0.45940 -1.46781 -1.69146
H -2.50609 -2.36466 -2.94486
H -1.77230 -2.59565 -1.32420
H -1.40063 -4.75447 -2.29299
H -1.44781 -4.22683 -3.99582
H 0.49980 -5.58113 -1.26364
H 3.02566 -6.04667 -1.21874
H 4.58235 -4.90943 -2.94956
H 3.60093 -3.32747 -4.72474
H 1.09412 -2.86694 -4.75493
C 3.03219 -0.52313 5.39545
C 3.22410 -1.84548 4.67317
O 2.05378 -2.31510 4.02531
C 1.51574 -1.47533 3.01444
C 2.46771 -1.22048 1.85921
H 2.20623 -0.59007 6.10642
H 3.94118 -0.25063 5.93632
H 2.80375 0.28798 4.70108
H 3.49494 -2.61002 5.40455
H 4.05527 -1.78911 3.96175
H 1.16641 -0.53226 3.45219
H 0.62841 -1.98643 2.63408
H 3.35257 -0.66468 2.17770
H 1.97348 -0.63704 1.08301
H 2.80805 -2.16431 1.42667
C -3.29891 2.33474 0.61660
C -3.73134 3.34826 -0.42818
O -5.12125 3.63056 -0.40783
C -5.63364 4.17868 0.79625
C -5.00742 5.50989 1.17445
H -3.87372 1.41187 0.51827
H -2.23895 2.10210 0.50237
H -3.44995 2.70949 1.63152
H -3.51705 2.94423 -1.42005
H -3.15435 4.27605 -0.34038
H -5.54118 3.45402 1.61262
H -6.70335 4.32565 0.63368
H -3.94280 5.40874 1.39740
H -5.49428 5.91883 2.06213
H -5.10718 6.22726 0.35726
*
```

## Properties
- highest occupied orbital energy (eV) = -8.00
- LUMO (eV) = 0.559
- energy above the lowest of the compared OMol25 structures with the same formula, charge and spin (kcal/mol) = 83.6

Löwdin population analysis, charges in e, atoms 1 to 6: -0.085, -0.121, -0.433, 0.083, -0.115, -0.243


ORCA calculation (the ωB97M-V functional and the def2-TZVPD basis) on C35H25BrF10N8O5STa as an isolated structure.

```
! wB97M-V def2-TZVPD RIJCOSX def2/J DEFGRID3
* xyz 1 1
Ta -10.81858 -16.90540 -12.92812
C -12.57162 -17.41311 -15.20864
N -12.76022 -16.48318 -14.08440
C -12.70540 -15.06549 -14.50559
C -11.35660 -14.68844 -15.10756
N -10.34881 -15.68004 -14.54969
C -9.01881 -15.42977 -14.84324
C -8.04763 -15.28395 -13.80688
F -8.36499 -15.75051 -12.55974
C -6.70178 -14.93189 -14.06357
F -5.82196 -14.96505 -13.06048
C -6.37274 -14.47365 -15.32678
F -5.19092 -13.93032 -15.58323
C -7.28765 -14.62276 -16.37790
F -7.10468 -14.12680 -17.60661
C -8.57711 -15.04737 -16.17844
F -9.23315 -15.42585 -17.28625
C -13.97856 -16.76594 -13.30319
C -13.59591 -17.73338 -12.17622
N -12.28158 -18.34358 -12.49545
C -12.26507 -19.73832 -12.53766
C -13.27095 -20.47205 -13.18294
F -14.08334 -19.86771 -14.05970
C -13.67176 -21.76562 -12.88448
F -14.64297 -22.40288 -13.53394
C -12.98979 -22.46817 -11.87609
F -13.44960 -23.64994 -11.41765
C -11.79830 -21.92414 -11.43136
F -11.00835 -22.58843 -10.54379
C -11.40131 -20.66046 -11.85453
F -10.12777 -20.31895 -11.60275
H -13.48375 -17.39442 -15.84392
H -12.47924 -18.44658 -14.74997
H -11.67434 -17.06814 -15.73041
H -12.85383 -14.38042 -13.60692
H -13.57260 -14.86177 -15.13222
H -10.96673 -13.69551 -14.83442
H -11.43219 -14.74930 -16.19348
H -14.76779 -17.20651 -13.89692
H -14.27331 -15.80582 -12.78701
H -14.36875 -18.51495 -12.05040
H -13.52199 -17.19161 -11.26483
C -9.21218 -20.90960 -16.33995
C -8.35091 -20.07670 -15.40520
C -9.06451 -19.14121 -14.51986
N -9.68644 -18.41179 -13.85630
H -8.55924 -21.49602 -16.99492
H -9.85202 -20.28154 -16.98259
H -9.85366 -21.58206 -15.78916
H -7.69991 -19.47206 -16.01115
H -7.71001 -20.67986 -14.70062
Br -10.48820 -11.45620 -6.72274
C -10.16734 -12.10638 -8.46220
C -9.02826 -11.76252 -9.20444
N -8.76270 -12.22179 -10.44384
C -9.52536 -13.22661 -10.94263
C -10.72195 -13.61163 -10.28441
C -11.00924 -13.07446 -9.02018
C -11.51892 -14.72586 -10.79041
O -12.48457 -15.18508 -10.10257
O -11.19151 -15.25735 -12.00812
H -8.28042 -11.07036 -8.85343
H -9.27710 -13.72689 -11.89134
H -11.92868 -13.37484 -8.46912
O -9.02329 -14.11913 -5.21477
S -9.59959 -15.22032 -4.41022
O -10.79755 -15.90337 -4.89822
O -9.48594 -14.88503 -2.99187
C -8.41263 -16.39516 -5.19947
N -7.28020 -16.76566 -4.70436
C -6.43057 -17.36603 -5.53118
C -6.75673 -17.62253 -6.88473
C -8.03838 -17.34376 -7.19451
N -8.88361 -16.78033 -6.33979
C -8.62592 -17.59826 -8.50258
C -7.95165 -18.04152 -9.67044
C -8.54799 -17.92155 -10.91805
N -9.88414 -17.64220 -11.03473
C -10.59949 -17.52605 -9.87830
C -9.98593 -17.32637 -8.66716
H -5.44127 -17.45777 -5.02189
H -6.10459 -18.19066 -7.54128
H -7.01388 -18.52724 -9.68432
H -7.97874 -18.20156 -11.81669
H -11.68817 -17.33627 -9.90924
H -10.54479 -17.05937 -7.79840
*
```

## Properties
- highest occupied orbital energy (eV) = -9.22
- LUMO (eV) = -5.792
- energy above the lowest of the compared OMol25 structures with the same formula, charge and spin (kcal/mol) = 0.0

Löwdin population analysis, charges in e, atoms 1 to 6: 1.937, -0.054, -0.329, -0.164, -0.126, -0.196


Number 1: DFT total energy -4157.384252 Eh. Number 2: DFT total energy -582.105652 Eh. Number 3: DFT total energy -1466.858510 Eh. Number 4: DFT total energy -6190.468041 Eh.